Entry 1:
Formula: C24H17N3O2S
Source: the OMol25 dataset
Level of theory: wB97M-V/def2-TZVPD

Each atom is followed by the atoms it is bonded to, with distances in Å.
Positions of all 47 atoms, in Å:
1 N 8.059 -2.626 2.807  N4 1.237
2 O 3.195 2.534 -0.509  C7 1.235
3 N 6.819 -2.417 0.627  N4 1.285, C25 1.400
4 N 7.390 -2.575 1.767  N1 1.237, N3 1.285
5 O 1.004 2.516 -1.040  C7 1.327, C11 1.329
6 S -5.637 4.724 -0.870  C26 1.777, C30 1.855
7 C 2.108 1.950 -0.567  O2 1.235, O5 1.327, C10 1.436
8 C -0.342 1.024 0.218  C9 1.463, C11 1.363, H31 1.110
9 C 0.824 0.167 0.426  C8 1.463, C10 1.393, C27 1.428
10 C 2.075 0.657 0.057  C7 1.436, C9 1.393, C28 1.531
11 C -0.179 2.108 -0.593  O5 1.329, C8 1.363, C29 1.527
12 C 0.753 -3.328 2.729  C13 1.383, C14 1.420, H32 1.104
13 C 1.174 -3.406 1.415  C12 1.383, C19 1.401, H33 1.065
14 C 0.311 -2.103 3.297  C12 1.420, C20 1.360, H34 1.080
15 C 4.908 -1.181 1.796  C21 1.391, C25 1.475, H35 1.101
16 C 5.482 -0.961 -0.669  C22 1.394, C25 1.437, H36 1.138
17 C -3.632 3.063 -1.893  C23 1.321, C26 1.372, H37 1.085
18 C -3.074 4.455 -0.014  C24 1.398, C26 1.417, H38 1.098
19 C 1.164 -2.241 0.637  C13 1.401, C27 1.427, H39 1.066
20 C 0.295 -0.982 2.527  C14 1.360, C27 1.376, H40 1.014
21 C 3.697 -0.531 1.581  C15 1.391, C28 1.434, H41 1.109
22 C 4.285 -0.260 -0.804  C16 1.394, C28 1.399, H42 1.110
23 C -2.506 2.374 -1.853  C17 1.321, C29 1.449, H43 1.102
24 C -1.814 3.850 -0.045  C18 1.398, C29 1.384, H44 1.061
25 C 5.741 -1.524 0.627  N3 1.400, C15 1.475, C16 1.437
26 C -4.023 3.988 -0.957  S6 1.777, C17 1.372, C18 1.417
27 C 0.703 -1.019 1.214  C9 1.428, C19 1.427, C20 1.376
28 C 3.356 -0.163 0.238  C10 1.531, C21 1.434, C22 1.399
29 C -1.513 2.792 -0.885  C11 1.527, C23 1.449, C24 1.384
30 C -6.167 3.895 0.703  S6 1.855, H45 1.092, H46 1.083, H47 1.093
31 H -1.328 0.749 0.647  C8 1.110
32 H 0.686 -4.231 3.361  C12 1.104
33 H 1.316 -4.369 0.982  C13 1.065
34 H -0.102 -2.047 4.294  C14 1.080
35 H 5.236 -1.537 2.784  C15 1.101
36 H 6.221 -1.100 -1.524  C16 1.138
37 H -4.354 2.709 -2.621  C17 1.085
38 H -3.174 5.297 0.683  C18 1.098
39 H 1.500 -2.143 -0.370  C19 1.066
40 H -0.108 -0.122 2.881  C20 1.014
41 H 3.051 -0.406 2.474  C21 1.109
42 H 3.967 0.115 -1.798  C22 1.110
43 H -2.318 1.505 -2.505  C23 1.102
44 H -1.104 4.282 0.615  C24 1.061
45 H -6.525 2.864 0.715  C30 1.092
46 H -5.408 4.158 1.429  C30 1.083
47 H -7.139 4.368 0.859  C30 1.093

The calculation puts the frontier orbital gap at 7.86 eV. Its strongest force on any atom is 9.89 eV/A. The calculation puts the energy at -44559.54838 eV.

Entry 2:
Formula: C4H8O
Source: the OMol25 dataset
Level of theory: wB97M-V/def2-TZVPD

Each atom is followed by the atoms it is bonded to, with distances in Å.
Positions of all 13 atoms, in Å:
1 C -0.778 0.550 -0.797  C2 1.451, H6 1.033, H7 1.060, O13 1.449
2 C 0.286 0.453 0.185  C1 1.451, C3 1.481, C4 1.700, H8 1.053
3 C 1.256 -0.609 -0.169  C2 1.481, C4 1.516, H9 1.266, H10 1.196
4 C 0.260 -1.107 0.859  C2 1.700, C3 1.516, H11 1.066, H12 1.144
5 H -1.820 1.873 0.362  O13 0.939
6 H -0.811 1.302 -1.505  C1 1.033
7 H -0.960 -0.285 -1.424  C1 1.060
8 H 0.641 1.081 0.953  C2 1.053
9 H 1.576 -1.236 -1.221  C3 1.266
10 H 2.244 -0.327 0.443  C3 1.196
11 H 0.708 -1.080 1.826  C4 1.066
12 H -0.692 -1.640 0.514  C4 1.144
13 O -1.910 1.024 -0.026  C1 1.449, H5 0.939

The calculation puts the frontier orbital gap at 10.38 eV. As for the structure (SMILES): OCC1CC1. Its strongest force on any atom is 5.20 eV/A. The calculation puts the energy at -6321.61118 eV.

Entry 3:
Formula: C19H26IN3O9
Source: the OMol25 dataset
Level of theory: wB97M-V/def2-TZVPD

Each atom is followed by the atoms it is bonded to, with distances in Å.
Positions of all 58 atoms, in Å:
1 C -4.373 -1.615 3.667  N2 1.461, H21 1.082, H22 1.086, H23 1.095
2 N -4.332 -1.415 2.221  C1 1.461, C3 1.470, C4 1.437
3 C -5.628 -0.920 1.734  N2 1.470, H24 1.086, H25 1.090, H26 1.081
4 C -3.279 -0.512 1.847  N2 1.437, O5 1.195, C6 1.500
5 O -3.417 0.674 1.886  C4 1.195
6 C -2.045 -1.200 1.343  C4 1.500, C7 1.505, H27 1.091, H28 1.084
7 C -0.799 -0.361 1.262  C6 1.505, C8 1.373, C20 1.430
8 C -0.192 0.259 2.326  C7 1.373, I9 2.097, C10 1.408
9 I -0.859 0.112 4.308  C8 2.097
10 C 0.977 1.027 2.168  C8 1.408, C11 1.367, H29 1.077
11 C 1.556 1.161 0.937  C10 1.367, C12 1.508, C15 1.416
12 C 2.827 1.964 0.821  C11 1.508, O13 1.433, H30 1.083, H31 1.084
13 O 3.868 1.450 1.661  C12 1.433, O14 1.423
14 O 3.896 0.039 1.477  O13 1.423, H32 0.964
15 C 0.989 0.531 -0.198  C11 1.416, N16 1.365, C20 1.410
16 N 1.596 0.664 -1.413  C15 1.365, C17 1.303
17 C 1.002 0.039 -2.389  N16 1.303, C18 1.404, H33 1.082
18 C -0.181 -0.702 -2.235  C17 1.404, N19 1.302, H34 1.080
19 N -0.778 -0.843 -1.087  C18 1.302, C20 1.364
20 C -0.186 -0.229 -0.024  C7 1.430, C15 1.410, N19 1.364
21 H -3.471 -2.081 4.040  C1 1.082
22 H -5.230 -2.245 3.885  C1 1.086
23 H -4.558 -0.665 4.179  C1 1.095
24 H -6.248 -1.763 1.444  C3 1.086
25 H -6.155 -0.373 2.516  C3 1.090
26 H -5.485 -0.277 0.876  C3 1.081
27 H -1.851 -2.057 1.990  C6 1.091
28 H -2.311 -1.612 0.376  C6 1.084
29 H 1.450 1.491 3.017  C10 1.077
30 H 3.192 2.001 -0.198  C12 1.083
31 H 2.666 2.962 1.212  C12 1.084
32 H 4.242 -0.330 2.298  O14 0.964
33 H 1.446 0.102 -3.373  C17 1.082
34 H -0.618 -1.178 -3.101  C18 1.080
35 C -1.976 2.413 -2.125  O36 1.429, H41 1.086, H42 1.089, H43 1.089
36 O -2.077 3.578 -2.945  C35 1.429, C37 1.332
37 C -1.435 4.640 -2.461  O36 1.332, O38 1.202, O39 1.333
38 O -0.805 4.679 -1.437  C37 1.202
39 O -1.609 5.653 -3.310  C37 1.333, C40 1.429
40 C -0.968 6.866 -2.912  O39 1.429, H44 1.088, H45 1.088, H46 1.086
41 H -2.531 1.625 -2.626  C35 1.086
42 H -0.936 2.109 -2.020  C35 1.089
43 H -2.416 2.590 -1.145  C35 1.089
44 H 0.109 6.726 -2.843  C40 1.088
45 H -1.362 7.214 -1.959  C40 1.088
46 H -1.189 7.597 -3.684  C40 1.086
47 C 4.114 -1.836 -0.997  O48 1.434, H53 1.086, H54 1.088, H55 1.084
48 O 4.771 -3.076 -1.291  C47 1.434, C49 1.329
49 C 4.130 -4.149 -0.839  O48 1.329, O50 1.204, O51 1.334
50 O 3.090 -4.151 -0.233  C49 1.204
51 O 4.839 -5.229 -1.172  C49 1.334, C52 1.428
52 C 4.260 -6.463 -0.743  O51 1.428, H56 1.088, H57 1.088, H58 1.086
53 H 4.729 -1.044 -1.416  C47 1.086
54 H 3.132 -1.807 -1.463  C47 1.088
55 H 4.028 -1.684 0.073  C47 1.084
56 H 3.282 -6.607 -1.197  C52 1.088
57 H 4.178 -6.493 0.341  C52 1.088
58 H 4.932 -7.249 -1.077  C52 1.086

The calculation puts the frontier orbital gap at 8.35 eV. As for the structure (SMILES): CN(C)C(=O)Cc1c(I)cc(COO)c2nccnc12.COC(=O)OC.COC(=O)OC. Its strongest force on any atom is 1.01 eV/A. The calculation puts the energy at -51120.06245 eV.

frontier orbital gap of number 3 (C19H26IN3O9)? 8.35 eV

Which value of frontier orbital gap does entry 1 give? 7.86 eV

The highest energy belongs to which entry? C4H8O